Record 1
{"formula": "AgBr2ClF6P", "method": "ωB97M-V/def2-TZVPD", "spin_multiplicity": 2, "lumo_energy_ev": [5.512, 2.993], "total_charge": -2, "homo_lumo_gap_ha": [0.2880, 0.1827], "symbols": ["Br", "Ag", "F", "F", "F", "F", "F", "Cl", "P", "F", "Br"], "xyz": [[2.68, -0.36, 2.18], [1.51, -0.55, -0.22], [-0.63, -0.98, 0.82], [-1.91, 0.93, 1.55], [-0.57, -0.18, -1.22], [0.13, 1.01, 0.46], [-2.74, -0.46, -0.08], [1.85, -2.86, -1.34], [-1.32, 0.34, 0.15], [-1.81, 1.68, -0.59], [2.81, 1.44, -1.71]]}



Record 2
{"formula": "C2H2FO3S", "method": "ωB97M-V/def2-TZVPD", "lumo_energy_ev": 4.033, "total_charge": -1, "homo_lumo_gap_ha": 0.2949, "symbols": ["F", "H", "O", "H", "O", "C", "O", "S", "C"], "xyz": [[-1.33, -1.42, 0.94], [-0.53, 1.49, -0.42], [2.00, -0.59, -1.11], [-0.70, 0.75, 1.12], [2.30, 1.13, 0.55], [-0.35, 0.59, 0.11], [-1.80, -1.12, -1.22], [1.65, -0.15, 0.27], [-1.24, -0.67, -0.24]]}



Record 3
{"formula": "C24H22ClN3O4", "method": "ωB97M-V/def2-TZVPD", "lumo_energy_ev": -1.591, "homo_lumo_gap_ha": 0.2585, "symbols": ["H", "C", "H", "H", "N", "C", "H", "O", "C", "H", "H", "N", "C", "C", "C", "H", "H", "H", "C", "H", "C", "O", "C", "C", "C", "C", "C", "H", "H", "C", "H", "C", "C", "Cl", "C", "H", "O", "H", "H", "C", "H", "C", "H", "H", "H", "C", "H", "C", "C", "C", "H", "N", "O", "C"], "xyz": [[-2.70, -2.41, 1.52], [-3.09, -7.91, -2.55], [3.12, -1.29, 2.23], [2.72, 0.07, 3.07], [-1.11, 1.85, 0.11], [-3.55, -8.39, -1.23], [1.16, 2.64, -0.91], [0.35, 8.80, 0.83], [-2.09, 2.40, 0.88], [-0.89, -3.65, 0.25], [0.46, 0.95, -2.37], [-3.09, 0.22, 1.75], [-3.04, -7.89, -0.10], [-1.53, -6.37, -1.45], [-3.04, 1.58, 1.68], [0.49, 4.40, 0.08], [-2.16, 3.52, 0.91], [-0.77, -5.60, -1.45], [2.42, 5.41, -0.14], [-3.80, 2.14, 2.29], [0.07, -1.71, -0.58], [-1.53, -6.39, 0.90], [0.97, 7.79, 0.54], [2.42, 7.83, 0.26], [2.05, 1.53, 0.75], [-1.94, -1.81, 0.94], [0.29, 6.47, 0.46], [1.11, 1.41, 1.36], [-4.31, -9.15, -1.23], [3.09, 6.73, -0.06], [2.75, 1.92, -1.36], [0.97, 5.37, 0.14], [-2.06, -0.31, 0.97], [1.32, -2.65, -1.47], [1.79, 1.71, -0.79], [-1.71, -6.53, -3.55], [3.03, 4.40, -0.43], [1.82, -0.16, -1.96], [4.16, 6.74, -0.27], [-0.92, -2.53, 0.21], [-0.77, 6.46, 0.67], [3.13, 0.41, 1.10], [2.90, 8.80, 0.32], [-3.37, -8.22, 0.88], [2.50, 2.50, 1.11], [-2.00, -6.84, -0.13], [4.07, 0.88, 1.52], [-1.09, 0.46, 0.18], [0.00, -0.24, -0.61], [-2.04, -6.86, -2.58], [3.43, -0.17, 0.18], [2.54, -0.44, 2.19], [-3.55, -8.37, -3.58], [1.04, 0.50, -1.50]]}



Record 4
{"formula": "C4H8O2", "method": "ωB97M-V/def2-TZVPD", "lumo_energy_ev": 0.970, "homo_lumo_gap_ha": 0.4172, "symbols": ["C", "O", "H", "H", "O", "C", "H", "C", "H", "C", "H", "H", "H", "H"], "xyz": [[-0.83, -0.94, -0.43], [-1.68, -0.51, -1.16], [-1.21, -2.35, 1.13], [-1.40, -3.00, -0.51], [0.21, -0.22, 0.03], [0.23, 1.16, -0.39], [0.23, -2.72, 0.18], [1.19, 1.90, 0.52], [0.90, 1.77, 1.57], [-0.79, -2.35, 0.12], [1.18, 2.96, 0.29], [0.55, 1.20, -1.44], [-0.78, 1.56, -0.33], [2.21, 1.53, 0.40]]}



Record 5
{"formula": "C29H51Cl4NO8P", "method": "ωB97M-V/def2-TZVPD", "lumo_energy_ev": -4.075, "total_charge": 1, "homo_lumo_gap_ha": 0.2821, "symbols": ["C", "H", "C", "H", "H", "H", "C", "N", "C", "H", "H", "H", "O", "H", "H", "H", "H", "C", "H", "C", "H", "C", "P", "C", "H", "C", "C", "H", "C", "C", "H", "C", "H", "H", "C", "C", "C", "H", "H", "H", "C", "O", "H", "H", "H", "H", "C", "H", "C", "C", "H", "H", "H", "C", "H", "H", "Cl", "H", "Cl", "O", "H", "C", "O", "C", "H", "Cl", "H", "O", "H", "C", "H", "H", "H", "H", "H", "H", "C", "C", "H", "O", "C", "H", "C", "H", "H", "H", "C", "Cl", "O", "H", "H", "H", "O", "H"], "xyz": [[1.40, 5.27, 0.70], [8.65, 0.26, 1.98], [0.42, 7.59, 0.17], [-1.49, -5.94, 1.17], [-3.33, 4.57, -0.76], [4.11, 2.55, 0.37], [-7.61, -8.13, 0.20], [-0.21, 2.02, -0.10], [0.99, 1.43, -0.37], [1.29, 10.30, -1.34], [7.35, 1.05, 2.89], [5.01, -0.76, -0.47], [3.55, 1.89, -0.06], [-0.42, -2.58, 1.06], [0.09, 9.11, -1.79], [0.26, 7.04, -0.76], [5.02, -2.17, 0.56], [4.76, -1.12, 0.53], [1.14, -2.56, 0.25], [0.05, -0.73, 0.12], [0.21, -10.38, -2.05], [3.24, -0.99, 0.76], [2.36, 2.61, -0.90], [1.11, 9.23, -1.41], [0.51, 3.57, 1.77], [-3.32, 2.40, -0.83], [2.13, 8.60, -2.35], [-7.28, -9.17, 0.21], [-6.63, -6.03, 0.25], [-0.22, -10.02, -1.12], [2.07, 7.17, 1.44], [5.63, -0.36, 1.55], [0.54, -10.04, -0.33], [-1.57, -3.00, -0.99], [-2.17, -6.07, 0.33], [-0.32, 3.50, -0.21], [1.16, 0.05, -0.26], [-6.08, -3.63, 1.17], [-0.57, 7.90, 0.53], [0.14, 3.81, -1.14], [-5.53, -3.99, 0.30], [-1.35, -8.53, 0.76], [6.08, -1.08, 2.24], [7.26, -0.26, 0.18], [-4.65, 3.85, -1.64], [-0.58, 4.87, 1.40], [-4.04, 3.74, -0.75], [3.12, -0.04, -1.16], [0.25, 4.29, 0.99], [2.47, -0.63, -0.53], [-8.16, -7.93, -0.72], [2.86, -1.93, 1.17], [-2.40, -5.10, -0.11], [-1.19, -8.07, -0.33], [5.02, 0.32, 2.14], [-3.09, -6.54, 0.66], [2.60, 1.88, -2.79], [-3.30, 1.06, 0.84], [-2.49, -1.05, 0.85], [-7.70, -5.48, 0.19], [-0.01, -3.78, -1.33], [7.80, 0.94, 1.90], [-0.64, -8.67, -1.38], [6.78, 0.41, 0.89], [3.06, 9.15, -2.35], [-4.45, 1.14, -1.39], [2.31, 4.91, 1.18], [-1.54, -6.83, -0.71], [3.04, -0.22, 1.50], [-0.51, -2.84, -1.11], [1.74, 8.54, -3.37], [-2.53, 2.46, -1.58], [-1.37, 3.73, -0.31], [6.36, 1.22, 0.29], [8.18, 1.91, 1.60], [-8.25, -7.93, 1.06], [-2.67, 1.88, 0.50], [1.12, 6.70, 1.20], [0.54, 6.66, 2.13], [-6.42, -7.34, 0.26], [-1.30, 1.28, 0.28], [2.35, 7.58, -2.03], [0.11, -2.23, 0.18], [-1.06, -10.64, -0.83], [2.25, -1.54, -1.10], [1.61, 5.29, -0.36], [-1.15, -0.08, 0.38], [-2.71, 3.01, 1.88], [1.22, 8.72, -0.09], [-4.50, -3.64, 0.36], [-0.35, -2.17, -1.95], [-4.70, 3.81, 0.11], [-5.44, -5.42, 0.31], [-5.99, -3.63, -0.61]]}



Record 6
{"formula": "C3H4OS2", "method": "ωB97M-V/def2-TZVPD", "lumo_energy_ev": -1.725, "homo_lumo_gap_ha": 0.2894, "symbols": ["S", "H", "H", "O", "C", "C", "H", "S", "C", "H"], "xyz": [[-1.62, 0.76, 1.48], [2.14, -2.31, 0.58], [0.26, -0.25, -2.20], [-0.44, 0.08, 1.90], [1.47, -1.48, 0.31], [0.62, -0.80, -0.18], [0.24, 1.07, -0.95], [-1.35, 2.63, 1.39], [-0.07, 0.05, -1.16], [-1.23, 0.25, -1.17]]}



Record 7
{"formula": "C12H19ClIIrNO2P", "method": "ωB97M-V/def2-TZVPD", "spin_multiplicity": 6, "lumo_energy_ev": [-10.708, -14.034], "total_charge": 3, "homo_lumo_gap_ha": [0.2155, 0.2162], "symbols": ["H", "H", "C", "C", "H", "H", "N", "C", "H", "H", "H", "C", "C", "H", "C", "O", "H", "I", "C", "H", "H", "C", "Cl", "H", "H", "C", "H", "C", "Ir", "H", "O", "P", "H", "C", "H", "H", "C", "H"], "xyz": [[1.00, 1.25, 4.94], [0.20, -1.95, -3.33], [1.37, -0.48, -0.01], [0.52, 4.08, 3.05], [-1.48, 1.28, -3.90], [-2.38, 1.32, -2.33], [-0.55, 1.52, 0.58], [-2.28, -6.14, -1.19], [1.32, 3.72, 5.03], [-0.71, -0.79, -4.37], [-2.89, -5.78, -2.03], [-1.40, 1.46, -2.82], [-0.04, 2.09, 1.81], [-0.25, 2.14, -0.17], [0.27, 1.29, 2.90], [2.54, -0.55, -0.12], [1.02, 0.90, -4.20], [-1.19, -2.96, -0.50], [-0.63, -1.22, -3.38], [0.17, 0.22, 2.79], [-1.96, -7.18, -1.37], [0.90, 3.27, 4.13], [-2.88, -0.31, -0.16], [-1.60, -1.66, -3.06], [1.59, 1.77, -2.73], [-1.02, -5.35, -1.06], [-0.21, 4.12, 1.05], [0.05, 3.48, 1.89], [-0.48, -0.54, -0.12], [0.60, 5.17, 3.15], [0.11, -5.72, -1.18], [-0.22, 0.18, -2.32], [2.11, 0.05, -3.05], [0.74, 1.88, 4.08], [-1.57, 1.58, 0.58], [-0.99, 2.46, -2.65], [1.28, 0.79, -3.13], [-2.87, -6.07, -0.27]]}



Record 8
{"formula": "C16H48O8", "method": "ωB97M-V/def2-TZVPD", "lumo_energy_ev": 0.484, "homo_lumo_gap_ha": 0.3719, "symbols": ["O", "H", "H", "H", "H", "C", "O", "H", "C", "H", "H", "H", "H", "H", "H", "H", "H", "H", "H", "H", "C", "H", "H", "H", "C", "H", "C", "H", "H", "H", "O", "H", "C", "O", "C", "H", "H", "O", "O", "H", "H", "H", "H", "H", "H", "O", "C", "H", "H", "H", "H", "C", "H", "H", "H", "C", "H", "H", "H", "H", "C", "C", "H", "O", "H", "C", "C", "C", "H", "C", "H", "H"], "xyz": [[-1.77, 0.82, -4.38], [2.67, 3.95, 6.06], [-2.22, 0.44, 0.80], [-4.86, 4.11, -1.91], [-4.52, -1.07, -3.36], [2.23, 2.75, 4.35], [-3.29, 3.43, -3.04], [3.34, 2.42, -1.78], [2.33, -3.37, 3.75], [0.27, -0.92, 1.78], [-0.05, 0.63, -3.30], [-2.58, -0.25, -3.16], [-1.13, -1.49, -5.21], [-4.22, -1.99, -0.39], [2.36, -1.29, 2.99], [2.30, 3.49, 3.55], [-4.84, 0.06, -2.08], [0.56, -1.58, -4.63], [1.80, 3.13, -1.26], [-0.93, 0.17, -1.17], [-4.65, -1.98, -1.40], [1.93, -3.39, 0.12], [1.49, -1.64, -1.26], [-0.31, 0.66, 2.38], [-0.43, -1.18, -4.44], [1.70, -4.03, 3.15], [2.58, 2.09, 0.34], [-2.01, 1.20, -5.23], [-4.91, 2.46, -2.24], [-4.29, 2.66, 0.08], [-0.51, 0.40, -0.32], [-5.73, -2.00, -1.28], [-0.43, 0.34, -4.28], [1.74, 2.20, 6.63], [-0.62, -0.31, 2.00], [-2.96, 1.98, -0.80], [-1.72, -1.17, 0.37], [3.33, -4.43, -1.00], [1.73, 1.14, -1.71], [2.56, 1.97, 7.06], [3.99, -1.90, 3.28], [-2.86, 3.71, -0.33], [0.96, 0.88, -1.15], [2.80, 3.06, 0.81], [1.24, -4.27, -1.19], [3.39, -4.16, 4.34], [1.89, 3.28, 5.70], [1.75, 1.70, 0.92], [2.99, -2.32, 1.91], [3.19, -1.91, -1.67], [3.05, 2.03, 4.39], [-1.33, -0.19, 0.66], [3.66, -4.77, 3.65], [0.94, 3.81, 5.75], [1.46, 2.07, 3.96], [2.46, 2.25, -1.17], [0.25, 0.76, -5.03], [1.74, -3.00, 4.59], [-2.93, 2.61, -3.37], [-4.35, -2.97, -1.75], [-3.53, 2.91, -0.66], [2.98, -2.20, 3.00], [3.43, 1.47, 0.63], [-2.87, -0.62, -2.29], [-0.76, -1.58, -3.48], [-4.20, 3.25, -1.97], [-4.27, -0.84, -2.32], [2.20, -2.36, -1.67], [1.86, -2.45, -2.70], [2.13, -3.69, -0.92], [-1.18, -0.91, 2.72], [3.99, -4.01, -0.45]]}



Record 9
{"formula": "CH3IOS2", "method": "ωB97M-V/def2-TZVPD", "spin_multiplicity": 3, "lumo_energy_ev": [-0.621, -3.008], "homo_lumo_gap_ha": [0.2366, 0.2472], "symbols": ["S", "I", "H", "O", "H", "S", "H", "C"], "xyz": [[2.00, -1.65, 1.89], [0.79, 0.38, 2.58], [-2.03, -0.40, -0.17], [0.80, -0.70, -1.03], [1.32, -1.87, 0.71], [-0.03, -1.81, -0.63], [-1.95, -2.27, 0.04], [-1.49, -1.35, -0.30]]}



Record 10
{"formula": "C4H13FN3", "method": "ωB97M-V/def2-TZVPD", "lumo_energy_ev": -2.942, "total_charge": 1, "homo_lumo_gap_ha": 0.4154, "symbols": ["C", "C", "H", "C", "H", "H", "H", "H", "N", "H", "N", "H", "F", "H", "H", "H", "H", "C", "H", "N", "H"], "xyz": [[4.56, 2.20, -2.07], [-1.88, 0.03, 4.16], [-2.11, -0.42, 5.14], [0.18, 0.38, 2.84], [2.88, 3.57, -2.29], [2.65, 1.99, -3.09], [5.10, 2.57, -2.96], [-2.21, 1.08, 4.17], [-0.53, 0.97, 1.88], [4.97, 2.70, -1.18], [1.50, 0.26, 2.71], [-1.55, 1.06, 1.97], [2.40, 2.02, -1.08], [-2.44, -0.51, 3.38], [4.74, 1.11, -1.98], [2.05, -0.19, 3.45], [1.97, 0.61, 1.87], [3.09, 2.48, -2.21], [-0.06, 1.31, 1.04], [-0.44, -0.07, 3.93], [0.14, -0.51, 4.66]]}



Record 11
{"formula": "C2H5PS", "method": "ωB97M-V/def2-TZVPD", "lumo_energy_ev": -0.685, "homo_lumo_gap_ha": 0.3070, "symbols": ["P", "S", "H", "H", "C", "C", "H", "H", "H"], "xyz": [[-2.75, -0.05, -0.44], [3.18, 0.53, -0.46], [-2.08, 1.00, 1.37], [1.29, -0.80, -0.50], [-1.57, 0.75, 0.46], [2.11, -0.57, 0.07], [-0.57, 1.08, 0.32], [2.51, -1.30, 0.75], [-2.13, -0.65, -1.57]]}



Record 12
{"formula": "C5H8O", "method": "ωB97M-V/def2-TZVPD", "lumo_energy_ev": 0.974, "homo_lumo_gap_ha": 0.3808, "symbols": ["H", "C", "C", "H", "H", "C", "C", "H", "H", "H", "O", "H", "C", "H"], "xyz": [[2.61, -0.30, 0.63], [-1.96, -0.15, 0.34], [0.31, 0.89, -0.32], [-2.59, 0.52, -0.26], [-0.19, 1.36, -1.17], [2.12, -0.84, -0.18], [1.01, -0.38, -0.75], [-1.72, -1.01, -0.28], [0.54, -0.95, -1.55], [2.58, -1.77, -0.49], [-0.51, 0.90, 1.93], [-2.52, -0.47, 1.22], [-0.71, 0.58, 0.77], [1.03, 1.60, 0.10]]}